Computed, not measured: 3 unconnected molecules or ions with the total composition C29H67BN5O8Si, with the ωB97M-V functional and the def2-TZVPD basis.

Positions of all 111 atoms, in Å:
C  -0.528  3.622  5.517
C  0.816  2.776  5.410
C  1.258  2.850  3.899
C  2.441  1.832  3.545
N  1.929  0.937  2.471
C  2.966  0.579  1.467
C  4.312  0.136  2.216
O  4.065  -0.838  3.232
O  5.022  -0.619  4.258
N  2.474  -0.610  0.775
C  2.774  -0.703  -0.662
Si  2.690  -2.582  -1.105
C  4.169  -3.569  -0.363
C  2.401  -2.935  -2.955
C  1.140  -3.259  -0.176
C  4.042  0.066  -1.171
O  5.274  -0.658  -1.070
B  5.859  -0.848  -2.368
O  7.056  -0.143  -2.645
O  5.290  -1.671  -3.358
N  4.177  1.475  -0.653
C  5.597  1.893  -0.380
C  3.357  1.803  0.560
C  2.157  2.790  0.248
C  1.237  2.350  -0.933
C  -0.031  1.523  -0.509
C  -0.979  2.264  0.503
C  -1.687  1.164  1.405
C  -3.171  1.574  1.743
C  -4.066  0.285  1.901
C  -5.531  0.464  1.365
C  -5.573  0.955  -0.137
O  -5.821  2.374  -0.207
C  -7.235  2.580  -0.086
H  -0.493  4.369  4.681
H  -1.425  2.988  5.349
H  -0.588  4.214  6.454
H  0.659  1.711  5.692
H  1.570  3.254  6.083
H  0.403  2.763  3.191
H  1.659  3.893  3.760
H  2.615  1.225  4.465
H  3.302  2.466  3.252
H  1.689  0.051  2.916
H  4.987  -0.349  1.456
H  4.876  1.025  2.589
H  4.469  -0.498  5.047
H  2.755  -1.481  1.216
H  1.897  -0.253  -1.211
H  4.287  -3.192  0.693
H  3.952  -4.657  -0.294
H  5.131  -3.340  -0.871
H  1.498  -3.569  -3.110
H  2.380  -1.983  -3.529
H  3.258  -3.551  -3.330
H  0.834  -4.183  -0.722
H  0.338  -2.487  -0.238
H  1.382  -3.540  0.879
H  3.883  0.176  -2.281
H  6.943  0.402  -3.433
H  5.135  -1.141  -4.150
H  3.863  2.115  -1.394
H  6.242  1.795  -1.289
H  6.076  1.261  0.399
H  5.659  2.973  -0.099
H  4.011  2.426  1.220
H  1.598  3.057  1.171
H  2.663  3.745  -0.072
H  0.851  3.288  -1.413
H  1.764  1.803  -1.760
H  -0.631  1.359  -1.443
H  0.239  0.518  -0.114
H  -1.749  2.833  -0.060
H  -0.457  2.955  1.202
H  -1.728  0.191  0.858
H  -1.090  0.992  2.337
H  -3.183  2.095  2.728
H  -3.558  2.294  0.988
H  -3.629  -0.601  1.372
H  -4.140  -0.002  2.979
H  -5.985  -0.560  1.346
H  -6.150  1.098  2.035
H  -6.343  0.423  -0.740
H  -4.574  0.721  -0.580
H  -7.441  3.390  0.658
H  -7.703  2.818  -1.076
H  -7.764  1.670  0.303
C  4.502  -3.494  -6.633
C  3.220  -4.285  -6.621
O  2.274  -3.976  -5.910
N  3.136  -5.369  -7.433
C  4.137  -5.894  -8.342
H  4.412  -2.665  -5.935
H  5.337  -4.121  -6.319
H  4.688  -3.091  -7.630
H  2.250  -5.846  -7.370
H  3.724  -5.898  -9.352
H  4.368  -6.921  -8.052
H  5.048  -5.304  -8.328
C  -9.958  0.957  2.735
C  -9.715  -0.289  1.925
O  -8.613  -0.815  1.859
N  -10.767  -0.828  1.255
C  -12.139  -0.360  1.206
H  -9.027  1.262  3.207
H  -10.301  1.768  2.089
H  -10.695  0.763  3.516
H  -10.527  -1.659  0.737
H  -12.792  -1.150  1.583
H  -12.401  -0.153  0.167
H  -12.283  0.539  1.798

Atoms 1-6, force components in eV/Å:
0.77 0.04 -0.49
-1.05 0.76 -0.82
1.36 0.54 0.88
-2.29 0.82 0.47
1.59 0.29 -0.63
0.94 -1.52 1.54

* E_tot: -2334.948929 a.u.
* 2S+1: 1
* charge: +1
* HOMO energy: -10.66 eV
* HOMO-LUMO gap: 7.704 eV

Löwdin atomic charge list, values in e, 8 entries: number 1, C, carries -0.110; number 2, C, carries -0.242; number 3, C, carries -0.203; number 4, C, carries -0.175; number 5, N, carries 0.031; number 6, C, carries -0.384; number 7, C, carries -0.133; number 8, O, carries -0.145

***

Computed, not measured: 2 unconnected molecules or ions with the total composition C8H7ClFNO3S, with the ωB97M-V functional and the def2-TZVPD basis.

Positions of all 22 atoms, in Å:
C  -1.806  -1.370  -0.920
C  -2.006  -0.125  -1.404
C  -0.961  -1.549  0.174
C  -1.202  0.962  -0.999
C  -0.266  -0.424  0.694
C  -0.362  0.841  0.127
C  0.443  1.950  0.439
C  1.872  1.931  0.828
N  4.856  -1.657  0.334
O  0.084  3.103  0.268
O  4.431  1.567  -0.198
O  2.475  0.767  -1.641
F  4.764  -2.294  -0.838
S  3.113  0.872  -0.341
Cl  6.057  -0.527  0.434
H  -2.320  -2.261  -1.255
H  -2.531  0.253  -2.251
H  -0.682  -2.499  0.442
H  -1.372  1.901  -1.519
H  0.423  -0.693  1.455
H  2.318  2.939  0.747
H  2.209  1.437  1.762

Atoms 1-6, force components in eV/Å:
-0.30 -1.61 1.34
1.58 3.13 -0.87
0.37 3.72 -1.11
-0.95 -0.71 1.24
-0.50 -1.74 -0.87
-1.68 -2.24 -1.50

* E_tot: -1547.522345 a.u.
* 2S+1: 1
* charge: 0
* HOMO energy (spin up / spin down): -9.50 / -9.86 eV
* HOMO-LUMO gap (spin up / spin down): 8.383 / 7.432 eV
* energy above the lowest of the compared OMol25 structures with the same formula, charge and spin: 2.476 eV

Löwdin atomic charge list, values in e, 8 entries: number 1, C, carries -0.076; number 2, C, carries -0.067; number 3, C, carries -0.039; number 4, C, carries 0.020; number 5, C, carries 0.001; number 6, C, carries -0.186; number 7, C, carries -0.434; number 8, C, carries -0.100

***

Computed, not measured: 13 unconnected molecules or ions with the total composition C54H130N4O13S9, with the ωB97M-V functional and the def2-TZVPD basis.

Positions of all 210 atoms, in Å:
C  2.866  -22.955  -8.567
S  2.020  -23.608  -7.099
O  0.836  -24.339  -7.677
C  3.175  -25.002  -6.794
H  3.082  -23.768  -9.256
H  3.796  -22.564  -8.150
H  2.268  -22.142  -8.963
H  4.192  -24.611  -6.797
H  2.982  -25.644  -7.652
H  2.936  -25.538  -5.879
C  1.450  -19.848  -6.041
S  3.163  -20.408  -6.371
O  4.065  -19.194  -6.483
C  3.466  -21.202  -4.778
H  0.766  -20.693  -5.974
H  1.147  -19.190  -6.853
H  1.420  -19.280  -5.110
H  4.526  -21.388  -4.590
H  3.006  -22.189  -4.724
H  3.103  -20.543  -3.989
C  0.257  -28.435  -2.090
S  0.330  -27.603  -0.434
O  1.619  -26.828  -0.516
C  -0.943  -26.352  -0.835
H  1.095  -29.112  -2.236
H  0.172  -27.765  -2.943
H  -0.662  -29.021  -2.014
H  -1.835  -26.777  -1.299
H  -0.554  -25.614  -1.537
H  -1.209  -25.800  0.067
C  -0.471  -17.375  -2.855
S  -1.818  -18.320  -2.102
O  -2.282  -17.538  -0.910
C  -3.011  -17.988  -3.466
H  -0.416  -17.723  -3.891
H  0.518  -17.572  -2.445
H  -0.672  -16.305  -2.885
H  -3.832  -18.709  -3.430
H  -2.564  -18.324  -4.405
H  -3.315  -16.946  -3.438
C  2.553  -28.850  -7.661
S  1.680  -27.997  -9.007
O  1.478  -28.969  -10.132
C  0.047  -27.795  -8.234
H  3.574  -29.134  -7.896
H  1.962  -29.709  -7.341
H  2.606  -28.135  -6.834
H  -0.269  -28.796  -7.941
H  -0.554  -27.333  -9.010
H  0.145  -27.190  -7.333
C  -0.746  -21.670  -9.336
S  -1.777  -21.185  -10.760
O  -3.184  -21.389  -10.291
C  -1.445  -19.377  -10.721
H  0.257  -21.236  -9.373
H  -0.587  -22.745  -9.404
H  -1.152  -21.329  -8.383
H  -1.707  -19.014  -11.710
H  -0.368  -19.285  -10.579
H  -2.001  -18.985  -9.874
C  -4.795  -23.648  1.396
S  -5.201  -25.188  0.473
O  -5.414  -26.263  1.508
C  -6.887  -24.650  0.077
H  -5.454  -23.672  2.261
H  -4.771  -22.709  0.842
H  -3.755  -23.745  1.716
H  -7.320  -25.469  -0.492
H  -6.812  -23.663  -0.377
H  -7.481  -24.535  0.985
C  -6.144  -17.258  -1.949
S  -6.756  -18.933  -1.645
O  -6.699  -19.677  -2.961
C  -5.397  -19.468  -0.604
H  -6.509  -16.833  -2.883
H  -5.061  -17.193  -1.912
H  -6.615  -16.640  -1.180
H  -4.533  -19.530  -1.270
H  -5.697  -20.457  -0.257
H  -5.081  -18.863  0.244
C  -7.148  -25.248  -3.782
S  -6.846  -26.173  -5.330
O  -5.358  -26.116  -5.580
C  -7.072  -27.828  -4.705
H  -6.377  -25.595  -3.095
H  -8.090  -25.692  -3.438
H  -7.314  -24.181  -3.856
H  -6.633  -28.515  -5.426
H  -8.138  -28.012  -4.566
H  -6.533  -28.059  -3.783
C  -2.399  -24.889  -6.182
C  -2.011  -24.138  -4.891
C  -1.731  -22.684  -5.378
C  -1.795  -21.647  -4.252
C  -3.080  -21.680  -3.446
C  -3.431  -23.101  -2.988
N  -3.188  -24.116  -4.027
O  -3.532  -25.428  -3.615
C  -2.630  -23.371  -1.681
C  -4.904  -23.114  -2.596
C  -0.730  -24.686  -4.264
H  -2.080  -24.451  -7.131
H  -3.483  -24.867  -6.329
H  -2.111  -25.941  -6.248
H  -0.735  -22.587  -5.806
H  -2.561  -22.434  -6.047
H  -1.677  -20.620  -4.625
H  -0.809  -21.776  -3.781
H  -3.882  -21.292  -4.078
H  -2.855  -20.982  -2.639
H  -2.734  -22.529  -0.993
H  -2.922  -24.284  -1.154
H  -1.566  -23.552  -1.820
H  -5.007  -22.185  -2.027
H  -5.526  -22.915  -3.470
H  -5.206  -24.061  -2.162
H  0.142  -24.589  -4.917
H  -0.825  -25.762  -4.101
H  -0.421  -24.140  -3.372
H  -4.173  -25.628  -4.334
C  -5.716  -22.312  -5.821
C  -6.069  -22.005  -7.275
C  -7.574  -21.734  -7.251
C  -7.956  -20.349  -6.679
C  -7.303  -19.298  -7.566
C  -5.763  -19.398  -7.476
N  -5.369  -20.775  -7.788
O  -3.973  -20.949  -7.749
C  -5.218  -18.424  -8.525
C  -5.272  -18.934  -6.107
C  -5.735  -23.155  -8.196
H  -4.644  -22.542  -5.811
H  -6.125  -23.275  -5.492
H  -5.948  -21.627  -5.008
H  -8.026  -21.784  -8.250
H  -8.107  -22.522  -6.711
H  -7.589  -20.313  -5.651
H  -9.042  -20.269  -6.623
H  -7.505  -18.330  -7.100
H  -7.758  -19.411  -8.548
H  -5.525  -18.669  -9.543
H  -5.458  -17.381  -8.311
H  -4.123  -18.447  -8.548
H  -5.592  -19.609  -5.315
H  -4.215  -18.676  -6.054
H  -5.811  -18.014  -5.847
H  -4.657  -23.330  -8.207
H  -6.065  -22.956  -9.215
H  -6.163  -24.106  -7.870
H  -3.742  -21.248  -8.664
C  -0.021  -31.710  -6.824
C  -1.187  -31.499  -5.836
C  -0.762  -30.231  -5.039
C  -1.966  -29.489  -4.451
C  -2.868  -29.030  -5.593
C  -3.474  -30.320  -6.234
N  -2.445  -31.286  -6.578
O  -2.807  -32.310  -7.439
C  -4.500  -30.982  -5.270
C  -4.196  -29.862  -7.499
C  -1.412  -32.619  -4.805
H  0.954  -31.655  -6.344
H  -0.106  -30.982  -7.629
H  -0.138  -32.686  -7.302
H  -0.177  -30.534  -4.166
H  -0.112  -29.597  -5.642
H  -1.511  -28.587  -4.038
H  -2.474  -30.109  -3.715
H  -2.177  -28.540  -6.279
H  -3.713  -28.425  -5.272
H  -5.536  -30.646  -5.407
H  -4.576  -32.069  -5.309
H  -4.402  -30.696  -4.216
H  -4.939  -29.089  -7.288
H  -3.451  -29.452  -8.179
H  -4.761  -30.704  -7.901
H  -0.479  -32.990  -4.375
H  -1.963  -33.452  -5.251
H  -2.040  -32.345  -3.955
H  -3.205  -33.011  -6.894
C  2.729  -23.602  0.431
C  2.354  -22.987  -0.944
C  0.862  -22.696  -1.018
C  0.398  -21.603  -0.077
C  1.160  -20.325  -0.404
C  2.721  -20.459  -0.490
N  3.030  -21.711  -1.173
O  4.439  -21.812  -1.334
C  3.218  -19.241  -1.287
C  3.201  -20.325  0.974
C  2.636  -24.044  -1.996
H  2.338  -23.124  1.329
H  3.809  -23.431  0.458
H  2.488  -24.663  0.492
H  0.566  -22.373  -2.024
H  0.275  -23.603  -0.854
H  0.615  -21.798  0.979
H  -0.684  -21.456  -0.053
H  0.956  -19.636  0.417
H  0.810  -19.912  -1.355
H  2.783  -19.381  -2.285
H  2.672  -18.373  -0.917
H  4.289  -19.117  -1.411
H  2.695  -20.998  1.665
H  4.267  -20.517  1.118
H  3.040  -19.288  1.271
H  2.640  -23.669  -3.028
H  1.946  -24.886  -1.985
H  3.634  -24.487  -1.927
H  4.610  -21.390  -2.182

Atoms 1-6, force components in eV/Å:
0.71 -0.23 1.23
-0.52 -1.49 -1.15
-0.11 0.54 0.56
-0.03 0.78 -0.37
-0.32 0.02 -0.13
0.09 0.22 -0.42

* E_tot: -6915.788818 a.u.
* 2S+1: 1
* charge: 0
* HOMO energy: -7.60 eV
* HOMO-LUMO gap: 7.767 eV

Löwdin atomic charge list, values in e, 8 entries: number 1, C, carries -0.256; number 2, S, carries 0.782; number 3, O, carries -0.571; number 4, C, carries -0.223; number 5, H, carries 0.066; number 6, H, carries 0.028; number 7, H, carries 0.028; number 8, H, carries 0.055